1.
{
  "formula": "C2H16Fe2O14",
  "method": "ωB97M-V/def2-TZVPD",
  "symbols": ["Fe", "Fe", "C", "O", "O", "O", "C", "O", "O", "O", "O", "H", "H", "O", "H", "H", "O", "H", "H", "O", "H", "H", "O", "H", "H", "O", "H", "H", "O", "H", "H", "O", "H", "H"],
  "positions_angstrom": [[-0.008879, 0.549088, 3.033301], [-2.657837, 0.378092, 0.693410], [-3.081559, 1.154493, 3.092306], [-3.206722, 1.537582, 4.228210], [-1.855131, 0.971873, 2.545365], [-4.008283, 0.983154, 2.193267], [-0.023574, -0.493460, 0.014040], [0.234174, 0.068801, 1.173747], [0.743447, -1.312965, -0.500360], [-1.177105, -0.141890, -0.523693], [2.194897, -3.654116, -1.464168], [2.734056, -3.008682, -1.933015], [1.508863, -3.118124, -1.047031], [-2.950977, 2.206146, -0.308909], [-2.413292, 2.296317, -1.107481], [-2.817108, 3.016451, 0.197151], [-1.247186, -3.725428, -0.812918], [-0.750334, -2.928169, -1.038961], [-2.164623, -3.507594, -0.998932], [3.270778, -1.518698, 0.974248], [2.393384, -1.421707, 0.573878], [3.789099, -1.990064, 0.316004], [-0.760546, 0.077669, -3.505901], [-0.891292, -0.324414, -2.637247], [-0.873959, -0.641945, -4.133071], [2.685601, -0.185881, -2.355309], [1.912125, -0.356527, -1.798477], [3.434015, -0.416588, -1.796752], [0.711722, 2.462896, 2.593268], [1.051033, 3.007361, 3.314521], [1.168180, 2.774901, 1.785920], [1.329904, 2.642171, -0.177203], [0.616305, 2.833457, -0.792755], [1.110827, 1.785799, 0.203550]],
  "forces_ev_per_angstrom": [[-1.32, 0.57, -1.83], [-0.05, 0.56, 0.78], [-0.99, 0.92, 0.11], [0.05, -0.19, 0.54], [1.34, -0.88, 0.12], [0.91, -0.84, -0.86], [-0.72, -0.39, 0.72], [0.85, -0.03, -0.01], [-0.27, 0.46, -0.17], [-0.03, -0.32, 0.25], [0.14, 0.03, 0.08], [-0.12, 0.02, -0.16], [0.09, -0.04, -0.05], [0.12, 0.31, -0.44], [-0.07, -0.07, -0.05], [-0.15, -0.06, 0.15], [-0.04, 0.13, 0.07], [0.03, 0.00, 0.02], [-0.01, -0.03, -0.05], [0.04, 0.30, 0.09], [-0.05, -0.13, -0.10], [-0.07, -0.20, 0.08], [-0.17, 0.03, 0.10], [0.04, 0.03, 0.09], [0.09, 0.01, -0.04], [0.03, -0.07, 0.01], [0.08, -0.14, -0.14], [0.01, 0.14, 0.07], [0.54, 0.23, 0.86], [-0.06, 0.12, -0.07], [-0.26, -0.18, -0.32], [0.06, 0.30, 0.54], [0.06, -0.01, -0.09], [-0.08, -0.59, -0.29]],
  "spin_multiplicity": 9,
  "e_homo_ev": [-9.7313, -10.0071],
  "gap_ha": [0.2783, 0.2847],
  "fmax_ev_per_a": 2.32,
  "s2": 20.016
}

2.
{
  "formula": "C2H16NO4S2",
  "method": "ωB97M-V/def2-TZVPD",
  "symbols": ["N", "C", "C", "S", "S", "H", "H", "H", "H", "H", "H", "H", "H", "H", "H", "O", "H", "H", "O", "H", "H", "O", "H", "H", "O"],
  "positions_angstrom": [[-0.762856, 0.317123, 0.820893], [-1.405888, 0.510254, -0.551704], [-1.250714, -0.787429, -1.342984], [0.209349, -0.919882, -2.524119], [1.902657, -0.427040, -1.730627], [-0.114431, 1.111001, 0.972355], [-0.278960, -0.549205, 1.055248], [-1.368857, 0.577129, 1.617544], [-0.833195, 1.324846, -0.974050], [-2.457152, 0.690039, -0.360177], [-1.264043, -1.706472, -0.751880], [-2.077870, -0.901490, -2.042656], [2.498340, -1.611779, -2.025205], [0.353936, 2.555044, 3.184527], [1.469850, 1.521533, 3.279681], [0.679098, 1.741981, 2.779778], [-3.450395, 1.985501, 2.577458], [-4.013191, 0.769217, 2.080108], [-3.246662, 1.330884, 1.890391], [-1.560880, -2.743239, 2.306036], [-1.236553, -3.563401, 1.151870], [-0.990767, -2.702224, 1.522256], [3.217593, 1.521584, 0.471351], [2.707674, 1.050720, 1.886707], [2.791568, 1.793237, 1.285859]],
  "forces_ev_per_angstrom": [[0.39, 2.11, 0.60], [0.92, -1.70, 1.26], [0.20, 0.69, -0.72], [-1.80, -1.14, -0.48], [0.77, 0.19, 1.20], [0.64, -0.53, 0.04], [-0.22, -0.33, -0.25], [-0.91, -0.59, -0.29], [-0.61, 0.34, -0.41], [-0.03, 0.46, -0.24], [0.40, 0.10, 0.21], [0.05, 0.14, -0.31], [0.17, 0.26, -0.42], [0.09, 0.02, 0.03], [-0.07, 0.17, 0.22], [-0.73, -0.11, 0.21], [0.63, 0.46, -0.26], [0.12, -0.48, -0.53], [-0.61, -0.06, 0.80], [0.29, 0.46, 0.18], [0.47, 0.02, -0.33], [-0.73, -0.34, 0.06], [0.46, -0.24, 0.23], [0.50, -0.28, -0.41], [-0.39, 0.38, -0.39]],
  "total_charge": 2,
  "spin_multiplicity": 2,
  "e_homo_ev": [-17.4406, -17.4392],
  "gap_ha": [0.3708, 0.2169],
  "fmax_ev_per_a": 2.31,
  "s2": 0.754
}

3.
{
  "formula": "C2H16O5",
  "method": "ωB97M-V/def2-TZVPD",
  "symbols": ["C", "C", "H", "H", "H", "H", "H", "H", "H", "H", "O", "H", "H", "O", "H", "H", "O", "H", "H", "O", "H", "H", "O"],
  "positions_angstrom": [[2.895866, -1.175583, 2.675283], [2.658122, -0.736095, 1.120407], [4.027856, -1.007390, 2.833177], [2.476362, -2.126137, 2.871165], [2.352911, -0.368646, 3.207313], [1.890035, 0.009254, 1.215274], [3.697650, -0.136410, 0.942633], [2.479381, -1.537566, 0.485822], [0.159452, -3.283857, 0.118677], [-0.731364, -4.688615, 0.030814], [-0.723581, -3.684710, 0.163538], [0.071599, 3.320149, 0.361366], [-0.901410, 2.758922, -0.714029], [0.058595, 2.831303, -0.429372], [0.747104, 0.640039, -2.162138], [0.267445, 0.601816, -3.503764], [0.141282, -0.005084, -2.832384], [-4.300933, 0.251493, -0.126939], [-5.054444, 0.306800, 1.219395], [-5.139533, -0.210983, 0.258516], [-1.740785, 2.933209, -3.027140], [-3.088675, 2.443030, -2.428036], [-2.242934, 2.865061, -2.279580]],
  "forces_ev_per_angstrom": [[1.29, 2.79, -2.00], [3.58, 2.55, 3.58], [-1.93, -0.99, 0.37], [0.00, -1.00, 0.55], [0.44, -0.79, 0.29], [-0.51, 0.07, -0.93], [-2.67, -1.49, -0.52], [-0.23, -1.12, -1.36], [-0.30, -0.80, -0.17], [0.71, 2.46, 0.22], [-0.43, -1.67, -0.05], [-0.14, 0.97, 1.56], [1.26, 0.12, 0.20], [-1.11, -1.19, -1.96], [-2.53, -2.88, -1.67], [-0.26, 1.71, -3.21], [2.73, 1.19, 4.94], [-1.89, -1.27, 0.30], [-0.66, -2.11, -3.45], [2.56, 3.41, 3.09], [1.80, -0.01, -3.51], [-0.32, -0.38, -0.49], [-1.40, 0.41, 4.20]],
  "total_charge": -1,
  "spin_multiplicity": 2,
  "e_homo_ev": [0.6754, -7.7261],
  "gap_ha": [0.0837, 0.3890],
  "fmax_ev_per_a": 5.77,
  "s2": 0.750
}

4.
{
  "formula": "C2H16O5",
  "method": "ωB97M-V/def2-TZVPD",
  "symbols": ["C", "C", "H", "H", "H", "H", "H", "H", "O", "H", "H", "O", "H", "H", "O", "H", "H", "O", "H", "H", "O", "H", "H"],
  "positions_angstrom": [[-0.203388, -0.475182, -1.943096], [-1.024586, 0.323688, -0.928120], [0.528421, -1.079971, -1.403009], [0.317232, 0.231212, -2.587819], [-0.800735, -1.155356, -2.544038], [-1.019361, -0.129827, 0.070062], [-0.628524, 1.321514, -0.757544], [-2.099026, 0.307128, -1.120619], [3.948888, 3.071025, -1.703437], [3.501517, 3.716527, -2.263138], [4.218727, 2.391122, -2.332130], [-4.441363, -0.452301, 1.221450], [-4.364099, 0.445423, 0.858040], [-3.627834, -0.916548, 0.968665], [2.295676, 0.587309, 0.760850], [3.166551, 0.729587, 1.131125], [2.470925, 0.332590, -0.142293], [-2.139963, -2.275153, 1.571598], [-1.872915, -3.171976, 1.457728], [-1.357006, -1.808609, 1.917883], [0.631132, -0.805630, 2.551538], [1.238699, -0.758727, 3.311096], [1.261041, -0.427848, 1.905210]],
  "forces_ev_per_angstrom": [[0.08, 0.29, 0.53], [-0.45, -0.63, 1.00], [0.14, 0.01, -0.22], [0.08, -0.25, -0.26], [-0.06, 0.05, -0.06], [0.38, -0.18, -0.14], [-0.25, 0.19, -0.30], [0.11, 0.54, -0.53], [-0.05, -0.12, -0.31], [0.00, 0.04, 0.18], [0.06, 0.03, 0.12], [0.10, 0.47, -0.33], [0.02, -0.53, 0.17], [-0.13, 0.01, 0.23], [-0.09, -0.04, 0.25], [0.28, 0.20, 0.17], [-0.09, -0.09, -0.49], [0.11, 1.29, 0.21], [0.29, -0.94, -0.13], [-0.23, -0.22, -0.06], [1.22, 0.21, 0.31], [-0.83, -0.33, 0.17], [-0.69, 0.00, -0.52]],
  "e_homo_ev": -10.5729,
  "gap_ha": 0.3958,
  "fmax_ev_per_a": 1.31,
  "smiles": "CC.O.O.O.O.O"
}

5.
{
  "formula": "C2H16O5S",
  "method": "ωB97M-V/def2-TZVPD",
  "symbols": ["C", "S", "C", "H", "H", "H", "H", "H", "H", "O", "H", "H", "O", "H", "H", "O", "H", "H", "O", "H", "H", "O", "H", "H"],
  "positions_angstrom": [[-0.057890, 1.015401, 0.729048], [-0.273901, -0.590680, 1.473285], [-1.968084, -0.339516, 2.167655], [-0.872543, 1.494401, 0.170843], [0.751908, 0.968737, 0.033271], [0.030309, 1.803259, 1.464945], [-2.099561, 0.345730, 2.991814], [-2.607005, 0.036916, 1.367384], [-2.280377, -1.350291, 2.385194], [2.771392, 2.151705, 0.906049], [2.361151, 3.016636, 0.999718], [3.112576, 1.918466, 1.773838], [1.852781, -3.293820, 0.223222], [2.058829, -3.260603, 1.153482], [2.484364, -3.625425, -0.412068], [-0.977564, -1.343953, -2.449549], [-0.514470, -1.596231, -1.637525], [-0.345756, -0.725021, -2.833435], [1.164236, 0.585034, -2.289749], [1.782687, -0.132660, -2.069705], [1.250667, 1.008832, -1.406804], [-2.725310, 0.576645, -1.244831], [-2.872983, 1.315600, -1.849489], [-2.025457, 0.020840, -1.646594]],
  "forces_ev_per_angstrom": [[-1.01, 1.29, -0.09], [-1.13, 0.46, 0.23], [0.27, -0.30, -1.23], [-0.53, -1.30, -0.28], [0.65, 0.10, 0.54], [1.04, -0.04, 0.54], [0.56, -0.04, 0.49], [0.11, -0.15, -0.17], [-0.31, -0.10, 0.44], [0.19, 0.01, -0.21], [0.06, -0.02, 0.12], [-0.05, 0.06, 0.04], [-1.56, 0.62, -0.79], [0.91, -0.36, -0.10], [0.65, -0.22, 0.82], [0.20, -0.02, 0.25], [-0.24, -0.20, 0.07], [0.04, 0.21, -0.15], [0.95, -0.20, 1.38], [-0.08, -0.17, -0.80], [-0.52, 0.37, -1.11], [0.13, 0.21, -0.06], [0.09, -0.31, 0.09], [-0.44, 0.07, -0.05]],
  "e_homo_ev": -8.4583,
  "gap_ha": 0.3229,
  "fmax_ev_per_a": 1.86,
  "smiles": "CSC.O.O.O.O.O"
}

6.
{
  "formula": "C2H16O5S2",
  "method": "ωB97M-V/def2-TZVPD",
  "symbols": ["C", "C", "S", "S", "H", "H", "H", "H", "H", "H", "O", "H", "H", "O", "H", "H", "O", "H", "H", "O", "H", "H", "O", "H", "H"],
  "positions_angstrom": [[-2.073696, -0.404172, 1.984705], [-0.853813, 0.474558, 1.757603], [-0.185384, 1.045124, 3.335674], [1.206059, 2.511337, 2.501919], [-2.282216, -0.807118, 0.962159], [-2.926492, 0.238938, 2.218151], [-2.022027, -1.193697, 2.724830], [-1.056589, 1.366094, 1.124133], [0.014961, -0.099397, 1.334426], [2.243568, 2.134887, 1.644473], [0.317515, -2.806096, -1.076203], [-0.554438, -2.907989, -1.492551], [0.271224, -2.074851, -0.451098], [3.231517, -1.631382, -0.063319], [2.847113, -2.277349, 0.542141], [2.626731, -1.517875, -0.808753], [-2.030737, -0.942735, -1.634595], [-2.025453, -0.429802, -2.463340], [-3.004228, -0.864701, -1.629772], [-0.439682, 2.625342, -1.776089], [0.114433, 1.829632, -1.725394], [-0.318220, 2.992676, -0.894798], [1.958559, 0.834502, -1.897141], [2.233907, 0.678866, -2.803364], [2.707387, 1.225209, -1.413797]],
  "forces_ev_per_angstrom": [[-0.67, 0.60, -1.80], [1.12, -0.42, -0.03], [1.71, 0.97, -0.95], [-0.46, 0.47, 0.33], [-0.06, -0.15, 0.95], [0.02, -0.12, 0.18], [0.42, -0.09, 0.01], [-0.03, -0.77, 0.37], [-1.04, 0.45, -0.04], [-0.99, -0.98, 0.91], [0.13, -0.33, -0.15], [0.36, 0.47, 0.42], [-0.46, -0.01, -0.24], [0.08, 0.21, 0.10], [-0.07, 0.08, -0.38], [-0.06, -0.25, 0.24], [-1.56, 0.76, -1.20], [1.44, -0.05, 0.06], [0.12, -0.72, 1.17], [0.12, -0.36, 0.28], [0.06, 0.14, -0.28], [-0.14, 0.24, 0.02], [0.06, 0.02, 0.54], [0.23, 0.11, -0.02], [-0.32, -0.28, -0.48]],
  "e_homo_ev": -8.9743,
  "gap_ha": 0.3201,
  "fmax_ev_per_a": 2.19,
  "smiles": "CCSS.O.O.O.O.O"
}

7.
{
  "formula": "C2H16O6",
  "method": "ωB97M-V/def2-TZVPD",
  "symbols": ["C", "C", "O", "H", "H", "H", "H", "H", "H", "O", "H", "H", "O", "H", "H", "O", "H", "H", "O", "H", "H", "O", "H", "H"],
  "positions_angstrom": [[-0.340492, 2.293864, -0.031550], [0.681965, 1.696223, -1.059589], [1.587185, 2.676586, -1.568880], [-0.816474, 1.509434, 0.556850], [-1.173131, 2.815029, -0.503976], [0.222755, 2.956483, 0.625560], [0.140824, 1.216970, -1.875424], [1.290652, 0.986094, -0.499835], [1.089450, 3.466992, -1.790496], [0.870759, -3.647223, -0.255123], [1.596091, -3.029740, -0.161138], [0.109351, -3.096918, -0.438577], [-2.469822, 0.493619, 2.193803], [-2.615828, 1.280777, 1.669129], [-2.698541, 0.754073, 3.086040], [2.484335, -1.578248, 0.157353], [3.159722, -0.986358, 0.488651], [1.783301, -1.530228, 0.807337], [0.007059, -0.708467, 1.314864], [-0.730954, -0.367581, 1.820207], [-0.372975, -0.955125, 0.471677], [-1.050262, -2.086144, -1.344996], [-0.857335, -1.651713, -2.175829], [-1.897633, -2.508399, -1.486056]],
  "forces_ev_per_angstrom": [[0.13, -0.03, -0.73], [0.11, 1.07, 1.53], [-0.60, -1.11, 0.35], [0.49, -0.12, -0.09], [0.24, 0.34, -0.19], [-0.20, 0.01, 0.08], [-0.05, -0.24, -0.35], [0.11, -0.27, -0.48], [-0.17, 0.44, -0.17], [-0.01, -1.79, 0.25], [1.77, 0.84, -0.01], [-1.49, 0.81, -0.56], [0.28, -0.25, -0.18], [-0.18, 0.24, -0.13], [-0.10, -0.01, 0.37], [-0.22, -0.37, -0.42], [0.43, -0.01, 0.01], [-0.44, 0.69, 0.77], [0.91, -0.38, -0.33], [-0.63, 0.19, 0.51], [-0.39, -0.04, -0.34], [0.24, 0.09, 0.40], [0.24, 0.12, -0.34], [-0.44, -0.22, 0.08]],
  "total_charge": 1,
  "spin_multiplicity": 2,
  "e_homo_ev": [-15.2695, -13.0381],
  "gap_ha": [0.4503, 0.0896],
  "fmax_ev_per_a": 1.96,
  "s2": 0.756
}

8.
{
  "formula": "C2H18BO7Zr",
  "method": "ωB97M-V/def2-TZVPD",
  "symbols": ["Zr", "B", "H", "H", "H", "H", "O", "C", "C", "O", "H", "H", "H", "H", "O", "H", "H", "O", "H", "H", "O", "H", "H", "O", "H", "H", "O", "H", "H"],
  "positions_angstrom": [[-0.060341, -0.127353, 0.211602], [-2.073671, -1.089533, 0.973632], [-3.107221, -0.959783, 1.255022], [-1.423431, -0.691423, 1.737132], [-1.862501, -2.147013, 0.936522], [-1.987201, -0.666533, -0.015228], [1.313709, 1.752697, -0.352658], [1.382869, 2.169317, -1.707328], [0.178559, 1.453307, -2.538758], [-0.454111, 0.262087, -2.013488], [2.355399, 1.879097, -2.104898], [1.398009, 3.245777, -1.877908], [0.429419, 1.305777, -3.589188], [-0.595731, 2.215827, -2.623308], [2.006089, -0.923523, -0.241048], [2.700989, -0.269843, -0.318878], [2.468409, -1.759893, -0.186358], [-1.556791, 1.599667, 0.364852], [-2.502101, 1.456327, 0.319342], [-1.464881, 2.527897, 0.579732], [-0.158521, -2.353183, -0.772668], [-1.037981, -2.708443, -0.901458], [0.411209, -2.934263, -1.276638], [0.425259, 0.750667, 2.287582], [1.187519, 1.273247, 2.536792], [-0.129531, 0.748367, 3.067592], [0.592019, -1.798423, 1.775802], [1.056109, -1.471093, 2.546322], [0.508459, -2.739763, 1.927892]],
  "forces_ev_per_angstrom": [[0.99, 2.67, -5.23], [-1.34, -0.95, 0.46], [-3.46, 0.77, 0.98], [2.41, 2.08, 2.64], [0.78, -3.69, -0.19], [0.42, 1.76, -3.95], [-1.65, -1.86, 1.18], [-0.87, -2.41, -0.48], [-0.33, 0.99, 0.46], [2.10, 0.19, 3.40], [0.18, -0.45, -0.22], [-0.66, 0.22, 0.42], [0.51, -0.42, 0.02], [-0.32, 0.19, 0.29], [0.48, 0.07, -0.01], [0.08, 0.97, -0.32], [-0.20, -0.53, 0.16], [-0.03, 0.15, 0.30], [-0.44, -0.45, -0.12], [0.65, 0.39, -0.09], [0.10, -0.01, 0.31], [-0.57, 0.06, 0.09], [0.44, 0.19, -0.41], [0.37, 0.02, 0.11], [0.53, 0.55, -0.39], [-0.62, -0.15, 0.17], [0.69, -0.18, 0.47], [0.19, 0.23, 0.28], [-0.44, -0.42, -0.36]],
  "total_charge": 1,
  "e_homo_ev": -11.4060,
  "gap_ha": 0.2864,
  "fmax_ev_per_a": 5.95
}